C72H162F6N9P | wB97M-V/def2-TZVPD

ORCA input file:
```
! wB97M-V def2-TZVPD RIJCOSX def2/J DEFGRID3
* xyz 7 2
C 3.06 1.47 -0.55
C 3.74 2.47 0.47
C 5.05 3.18 -0.04
N 5.63 4.27 0.81
C 6.20 3.66 2.11
C 6.80 4.91 0.07
C 6.15 5.92 -0.83
C 5.01 6.55 -0.10
C 4.71 5.49 1.03
H 2.05 1.47 -0.16
H 3.64 0.55 -0.64
H 2.96 1.84 -1.57
H 3.99 1.98 1.41
H 2.90 3.15 0.59
H 4.68 3.69 -0.93
H 5.79 2.41 -0.27
H 6.40 4.45 2.84
H 7.10 3.08 1.93
H 5.45 2.99 2.51
H 7.25 5.47 0.89
H 7.52 4.20 -0.34
H 6.88 6.67 -1.10
H 5.77 5.43 -1.72
H 5.34 7.54 0.23
H 4.07 6.55 -0.67
H 4.87 5.94 2.01
H 3.67 5.16 1.00
C 3.67 -4.48 -0.41
C 2.58 -4.50 0.69
C 2.88 -5.50 1.59
N 1.94 -5.88 2.79
C 2.32 -7.12 3.53
C 0.44 -5.78 2.56
C -0.29 -5.45 3.85
C 0.75 -4.84 4.68
C 2.04 -4.77 3.85
H 4.01 -5.42 -0.86
H 4.61 -4.16 0.05
H 3.32 -3.84 -1.22
H 1.56 -4.60 0.33
H 2.59 -3.52 1.17
H 3.88 -5.41 2.02
H 2.79 -6.47 1.11
H 3.23 -6.88 4.08
H 2.38 -7.98 2.87
H 1.57 -7.39 4.28
H 0.10 -6.75 2.20
H 0.22 -4.95 1.88
H -0.54 -6.40 4.33
H -1.22 -4.88 3.77
H 1.01 -5.53 5.48
H 0.62 -3.95 5.30
H 2.96 -4.89 4.41
H 2.06 -3.87 3.24
C -8.79 -0.06 5.54
C -7.31 0.45 5.51
C -6.30 -0.08 4.43
N -4.85 0.39 4.53
C -4.69 1.99 4.47
C -4.04 -0.33 3.42
C -2.63 -0.51 4.00
C -2.69 -0.14 5.51
C -4.14 0.00 5.83
H -9.39 0.25 6.40
H -8.74 -1.13 5.70
H -9.40 0.16 4.66
H -6.78 0.20 6.43
H -7.22 1.53 5.50
H -6.72 0.29 3.49
H -6.27 -1.17 4.41
H -3.67 2.27 4.22
H -4.93 2.43 5.44
H -5.44 2.37 3.78
H -4.15 0.17 2.45
H -4.38 -1.36 3.35
H -1.93 0.08 3.41
H -2.22 -1.52 3.93
H -2.09 0.73 5.76
H -2.09 -0.83 6.10
H -4.29 0.77 6.59
H -4.36 -0.99 6.22
C -9.00 -1.43 1.28
C -7.90 -2.33 0.78
C -7.09 -1.63 -0.33
N -6.44 -2.66 -1.39
C -7.52 -3.64 -2.07
C -5.69 -1.88 -2.48
C -4.37 -1.41 -1.96
C -4.22 -2.35 -0.73
C -5.29 -3.41 -0.70
H -9.61 -1.09 0.44
H -8.58 -0.57 1.80
H -9.77 -1.87 1.92
H -8.29 -3.33 0.58
H -7.14 -2.52 1.54
H -6.24 -1.01 -0.06
H -7.76 -1.00 -0.92
H -7.53 -3.56 -3.16
H -8.50 -3.46 -1.63
H -7.26 -4.66 -1.80
H -5.44 -2.70 -3.16
H -6.33 -1.15 -2.96
H -3.58 -1.47 -2.71
H -4.18 -0.36 -1.73
H -3.22 -2.77 -0.57
H -4.31 -1.96 0.29
H -5.11 -4.21 -1.41
H -5.49 -3.82 0.29
C -5.05 5.77 2.75
C -3.62 5.23 2.39
C -3.47 4.34 1.14
N -1.99 3.94 0.89
C -1.33 2.89 1.76
C -0.99 5.18 0.67
C -0.03 4.83 -0.46
C -0.71 3.77 -1.36
C -1.99 3.38 -0.60
H -5.70 4.90 2.75
H -5.40 6.46 1.98
H -5.05 6.28 3.71
H -3.21 4.78 3.29
H -3.03 6.14 2.36
H -3.90 4.75 0.22
H -4.02 3.39 1.20
H -1.91 1.97 1.81
H -1.04 3.31 2.72
H -0.48 2.67 1.11
H -0.58 5.63 1.57
H -1.60 6.05 0.45
H 0.87 4.40 -0.01
H 0.33 5.75 -0.94
H -0.08 2.92 -1.60
H -1.01 4.28 -2.27
H -2.12 2.30 -0.57
H -2.79 3.83 -1.19
C 3.77 -0.69 -3.10
C 5.07 0.08 -3.09
C 5.31 0.85 -4.39
N 6.56 1.72 -4.33
C 7.87 0.95 -3.86
C 6.88 2.36 -5.69
C 7.70 3.59 -5.40
C 7.03 4.15 -4.16
C 6.41 2.94 -3.43
H 2.86 -0.16 -2.82
H 3.76 -1.38 -2.26
H 3.50 -1.25 -3.99
H 5.88 -0.62 -2.91
H 5.09 0.82 -2.29
H 4.56 1.63 -4.56
H 5.40 0.26 -5.29
H 8.06 0.09 -4.49
H 7.76 0.74 -2.80
H 8.78 1.54 -3.86
H 7.21 1.52 -6.29
H 5.99 2.76 -6.20
H 8.75 3.40 -5.19
H 7.61 4.19 -6.31
H 7.85 4.58 -3.58
H 6.28 4.94 -4.15
H 6.94 2.68 -2.51
H 5.40 3.14 -3.09
C -1.89 -7.58 -3.54
C -1.61 -6.12 -3.14
C -1.16 -5.34 -4.41
N 0.23 -4.82 -4.27
C 1.21 -6.00 -4.21
C 0.55 -3.92 -3.05
C 0.48 -2.40 -3.53
C 0.19 -2.53 -5.04
C 0.57 -3.87 -5.53
H -1.03 -8.13 -3.92
H -2.59 -7.58 -4.37
H -2.27 -8.08 -2.65
H -0.90 -6.04 -2.32
H -2.61 -5.79 -2.84
H -1.75 -4.43 -4.46
H -1.37 -6.01 -5.24
H 2.22 -5.59 -4.15
H 1.13 -6.57 -5.13
H 1.05 -6.53 -3.28
H 1.55 -4.11 -2.67
H -0.16 -4.16 -2.25
H 1.43 -1.88 -3.47
H -0.30 -1.92 -2.94
H 0.75 -1.84 -5.67
H -0.82 -2.31 -5.38
H 1.63 -4.04 -5.70
H 0.05 -4.29 -6.39
C -0.90 0.17 9.28
C 0.07 0.81 8.31
C 1.22 -0.21 8.08
N 1.93 0.10 6.69
C 2.34 1.57 6.80
C 0.95 -0.06 5.45
C 1.77 -0.64 4.29
C 3.20 -0.79 4.77
C 3.13 -0.79 6.32
H -1.32 -0.73 8.83
H -1.70 0.87 9.54
H -0.70 -0.26 10.26
H 0.41 1.73 8.79
H -0.48 1.27 7.49
H 0.95 -1.26 8.02
H 1.86 -0.09 8.95
H 1.43 2.17 6.78
H 2.99 1.77 5.94
H 3.07 1.66 7.61
H 0.38 0.85 5.26
H 0.19 -0.80 5.68
H 1.59 0.00 3.43
H 1.28 -1.60 4.11
H 3.77 0.09 4.50
H 3.77 -1.61 4.35
H 4.02 -0.35 6.77
H 2.98 -1.81 6.67
C 1.77 3.97 -8.99
C 0.51 3.70 -8.15
C 0.71 2.58 -7.01
N -0.60 2.10 -6.28
C -1.54 1.37 -7.30
C -0.25 1.26 -5.00
C -1.53 1.11 -4.20
C -2.28 2.38 -4.54
C -1.52 3.16 -5.69
H 1.82 3.54 -9.99
H 2.64 3.55 -8.48
H 1.94 5.04 -9.11
H -0.27 3.43 -8.85
H 0.26 4.62 -7.62
H 1.31 3.00 -6.20
H 1.16 1.64 -7.34
H -2.49 0.98 -6.91
H -0.99 0.53 -7.72
H -1.93 2.06 -8.05
H 0.18 0.33 -5.36
H 0.49 1.83 -4.44
H -2.09 0.20 -4.45
H -1.40 1.09 -3.12
H -3.30 2.23 -4.89
H -2.39 3.11 -3.74
H -2.00 3.84 -6.39
H -0.83 3.75 -5.10
P -0.17 -1.37 0.12
F 0.76 -1.76 1.40
F 1.30 -1.39 -0.73
F -0.45 -2.98 -0.17
F -1.09 -0.91 -1.21
F -1.49 -1.35 1.14
F -0.15 0.20 0.54
*
```

**<S²>**: 0.7511
**Kohn-Sham gap (spin up / spin down)**: 0.0883 / 0.3994 Ha